ORCA calculation (wB97M-V/def2-TZVPD) on C11H21IN3O2P2Ru as an isolated structure.

Last column: Mulliken charge in e.
CARTESIAN COORDINATES (ANGSTROEM)
C (1.0091, 4.8970, -2.4591)  -0.990
C (1.4022, 3.5629, -1.8937)  0.685
H (1.8566, 5.4720, -2.8618)  0.360
H (0.5589, 5.5270, -1.6796)  0.356
H (0.3079, 4.7664, -3.2947)  0.355
O (2.4472, 2.9772, -1.7843)  -0.277
I (-0.2511, 2.2406, -1.0149)  0.378
Ru (0.3774, -0.5006, 0.1937)  0.413
P (-0.3968, -1.2603, -1.8271)  0.893
C (0.2918, -2.8262, -2.4773)  -1.181
C (-2.2087, -1.5535, -1.8070)  -1.086
H (-2.5509, -1.9680, -2.7631)  0.434
H (-0.5798, -0.5728, -4.2114)  0.467
H (-2.6804, -0.5825, -1.6324)  0.342
H (-0.7996, 0.7106, -2.9965)  0.133
H (-0.0197, -3.6696, -1.8451)  0.358
H (-2.4929, -2.2523, -1.0091)  0.341
C (-0.2196, -0.1709, -3.2675)  -1.063
H (-0.0914, -2.9717, -3.4995)  0.448
H (0.8110, 0.1496, -3.3535)  0.384
H (1.3912, -2.7396, -2.4918)  0.397
P (0.2308, 0.5866, 2.1325)  0.871
C (1.2434, 0.0115, 3.5566)  -1.182
C (0.6280, 2.3745, 2.1681)  -1.056
H (-2.0904, 1.1778, 2.1087)  0.346
H (-1.4931, 1.1171, 3.8029)  0.430
H (-1.8799, -0.3984, 2.9439)  0.344
C (-1.4773, 0.6186, 2.8239)  -1.078
H (-0.1046, 2.8119, 1.4864)  0.137
H (0.5666, 2.8611, 3.1446)  0.464
H (1.1428, 0.7426, 4.3784)  0.442
H (2.2955, -0.0483, 3.2262)  0.397
H (1.6042, 2.5292, 1.7184)  0.381
H (0.8923, -0.9745, 3.8961)  0.360
C (2.1881, -0.9001, 0.0848)  0.189
O (3.3273, -1.2103, 0.0264)  -0.212
N (-0.1277, -2.2072, 1.0620)  -0.527
C (-0.7124, -3.1038, 1.5665)  0.475
N (-1.5495, -3.9027, 2.1060)  -0.290
C (-1.3934, -5.1208, 2.6214)  0.502
N (-1.4532, -6.2000, 3.1222)  -0.138

Atoms 1-6, force components in eV/Å:
C -0.8 0.2 0.0
C 6.4 -0.9 -0.6
H 0.3 -0.8 0.3
H -0.2 -0.3 -0.1
H -0.1 -0.1 0.3
O -4.1 2.3 -0.4

Computed properties:
- Spin multiplicity: 5
- HOMO level (alpha / beta): -19.1503 / -19.1024 eV
- Frontier orbital gap (alpha / beta): 7.46 / 4.17 eV
- Net charge: +3
- ⟨S²⟩: 6.06

ORCA calculation (wB97M-V/def2-TZVPD) on C11H21KN2O as an isolated structure.

Last column: Mulliken charge in e.
CARTESIAN COORDINATES (ANGSTROEM)
C (2.2891, -1.6805, 0.0186)  -1.695
C (0.9441, -1.1367, -0.4623)  1.406
C (0.5617, -1.8325, -1.7634)  -1.738
C (-0.1614, -1.3960, 0.6123)  -1.776
C (-1.1350, -0.2640, 1.0482)  0.946
C (-2.6043, -0.7198, 1.0024)  -1.376
C (-3.0253, -1.1864, -0.3678)  -0.112
N (-3.4136, -0.4618, -1.3260)  -0.645
C (-0.9127, 1.0314, 0.2843)  -1.919
C (0.5808, 1.3424, 0.1677)  2.371
C (0.7783, 2.6990, -0.4827)  -3.436
C (1.3092, 1.2967, 1.5102)  -1.998
N (1.1304, 0.3272, -0.7660)  0.727
O (1.1793, 0.6802, -1.9917)  -0.691
H (2.5579, -1.3032, 1.0060)  0.350
H (2.2420, -2.7699, 0.0821)  0.416
H (3.0756, -1.4122, -0.6882)  0.390
H (-0.3661, -1.4294, -2.1731)  0.420
H (1.3477, -1.7373, -2.5099)  0.380
H (0.4133, -2.8920, -1.5486)  0.455
H (-0.7482, -2.2291, 0.2263)  0.634
H (0.3233, -1.7820, 1.5124)  0.304
H (-0.9233, -0.0491, 2.0995)  0.499
H (-2.7369, -1.5260, 1.7291)  0.399
H (-3.2554, 0.1051, 1.3098)  0.507
H (-2.9750, -2.2608, -0.5620)  0.457
H (-3.4604, 0.5231, -1.0523)  0.286
H (-1.2789, 0.9415, -0.7454)  0.567
H (-1.4521, 1.8545, 0.7673)  0.449
H (0.1394, 2.8069, -1.3577)  0.452
H (1.7962, 2.8477, -0.7622)  1.002
H (0.5056, 3.4712, 0.2482)  0.707
H (0.7908, 1.9309, 2.2342)  0.358
H (2.3431, 1.6466, 1.4093)  0.460
H (1.3561, 0.2958, 1.9306)  0.397
K (2.7849, 4.2684, -0.6393)  1.046

Atoms 1-6, force components in eV/Å:
C 0.1 -0.1 0.0
C -0.1 0.2 0.0
C 0.0 -0.1 -0.1
C 0.0 0.0 0.1
C 0.1 0.0 0.1
C 0.0 0.0 0.0

Computed properties:
- Spin multiplicity: 2
- HOMO level (alpha / beta): -10.9615 / -12.0854 eV
- Frontier orbital gap (alpha / beta): 6.96 / 8.08 eV
- Net charge: +1
- ⟨S²⟩: 0.75

Short version: ΔE to the lowest compared entry with this formula, charge and spin = 3.3; 0.0 kcal per mole, in the order given.